# C56H48CoF3N2O2SbTe

A molecular structure, C56H48CoF3N2O2SbTe at a distorted geometry (the ωB97M-V functional and the def2-TZVPD basis, the Open Molecules 2025 dataset).

Each line ends with the Mulliken charge.
Cartesian coordinates (Å):
Te: 1.8090 0.9388 -4.6377  0.222
Sb: -2.9314 -0.8648 -0.7678  1.091
Co: 0.8659 -0.8675 -0.1384  -0.208
F: -9.0727 -1.8218 -0.3860  -0.329
F: -4.1985 4.7634 -3.1692  -0.375
F: -1.8841 -4.9212 -5.3978  -0.343
O: -0.4073 -2.6788 3.3196  -0.580
O: -0.0519 -0.9097 1.3130  -0.454
N: 0.5152 0.9041 -0.4286  1.249
N: 2.0106 -4.2666 -0.4823  0.044
C: 0.2709 -3.3475 5.9639  -0.382
C: -5.6038 -1.5992 0.5571  -0.571
C: 3.5002 -0.0396 0.6849  -0.062
C: -5.0232 -1.2278 -0.6544  -0.316
C: 1.9218 -3.0599 7.6860  -0.440
C: -0.0364 1.9945 4.2613  -0.199
C: -7.2073 -1.2706 -1.6931  -0.687
C: 1.5531 -4.0871 0.8815  -0.933
C: 2.6266 3.7702 -3.8615  -0.023
C: 2.1204 -3.0580 -1.2114  -0.737
C: 0.0723 2.3371 2.9332  -0.887
C: 1.3548 -5.3425 -1.2079  -1.009
C: 1.7922 3.8216 0.6970  0.087
C: 5.3577 -1.3074 -0.1852  -0.915
C: -3.2195 -3.4120 -2.4084  -0.721
C: 0.8362 1.3674 -1.8048  -0.030
C: -1.5138 -2.7833 -4.5159  -0.785
C: -7.7458 -1.6320 -0.4716  0.345
C: 0.0720 -1.8221 4.0242  -0.028
C: 2.4004 -1.9282 7.0419  -0.804
C: 0.0443 -0.3671 3.6204  0.223
C: 0.7275 -2.1968 5.3263  0.643
C: -4.1236 3.2691 -1.3637  -0.676
C: 4.6382 4.4073 -2.7001  -0.439
C: 0.4112 1.7610 0.5439  0.770
C: 0.0569 0.0043 2.2697  0.206
C: 5.0504 3.0802 -2.6809  -0.729
C: 0.1645 1.3635 1.9228  1.183
C: 3.1156 -2.0639 -0.6210  0.706
C: -3.8828 3.5453 -2.6942  0.299
C: -3.3238 2.6208 -3.5512  -0.642
C: -0.0115 0.6326 4.5780  -0.481
C: -5.8395 -1.0685 -1.7769  -0.081
C: 3.0428 2.4410 -3.8477  -0.417
C: -2.9769 -4.3512 -3.4021  -0.743
C: 4.8673 -0.2240 0.5479  -0.858
C: 4.4932 -2.2296 -0.7544  -0.750
C: -1.7594 -1.8601 -3.5047  0.226
C: 0.8588 -3.7729 7.1436  -0.685
C: -0.1232 3.0518 5.3345  -1.588
C: 1.1324 5.8628 -0.3900  -0.705
C: 3.4286 4.7513 -3.2880  -0.658
C: -3.0012 1.3618 -3.0512  -0.464
C: -3.2096 1.0435 -1.7082  0.324
C: -6.9768 -1.8050 0.6575  -0.518
C: 2.0429 5.1482 0.3768  -1.021
C: -0.0260 5.2484 -0.8475  -0.861
C: -2.1278 -4.0140 -4.4374  0.241
C: -3.7654 2.0189 -0.8758  -0.834
C: -2.6225 -2.1497 -2.4462  0.064
C: 0.6322 3.2062 0.2337  -0.968
C: 1.3567 0.2327 -2.6697  -1.202
C: 1.8042 -1.4963 5.8652  -0.203
C: 2.6621 -0.9553 0.0757  0.467
C: 4.2572 2.0957 -3.2564  -0.025
C: -0.2747 3.9176 -0.5420  0.433
H: -3.8940 -3.6723 -1.6002  0.492
H: -0.8613 -2.5612 -5.3509  0.521
H: 3.1057 5.7849 -3.3044  0.444
H: -4.5881 4.0178 -0.7342  0.464
H: 4.8768 -3.0841 -1.3005  0.573
H: 5.5528 0.4741 1.0122  0.510
H: 1.3262 6.9001 -0.6310  0.440
H: 2.2786 -0.1856 -2.2708  0.499
H: 0.7375 3.7206 5.2925  0.353
H: 6.4258 -1.4293 -0.3078  0.428
H: -2.5939 0.6299 -3.7357  0.521
H: 1.4553 -6.2683 -0.6455  0.359
H: -1.2668 -0.8981 -3.5645  -0.072
H: 2.9463 5.6246 0.7351  0.459
H: 1.0869 -2.5610 -1.2567  -0.296
H: -7.8559 -1.1519 -2.5511  0.462
H: -5.4087 -0.7867 -2.7318  0.375
H: 0.5892 -3.5437 0.9244  0.250
H: 2.3818 -3.3915 8.6081  0.402
H: 2.2055 -0.6308 5.3526  0.451
H: 3.2406 -1.3840 7.4531  0.404
H: -0.1536 2.6041 6.3266  0.388
H: -3.4321 -5.3327 -3.3813  0.484
H: 1.8336 -5.4780 -2.1771  0.346
H: 2.5015 3.2604 1.2954  0.469
H: 0.2816 -5.1523 -1.3717  0.323
H: 1.4103 -5.0550 1.3553  0.543
H: 0.0858 3.3851 2.6593  0.690
H: 2.3655 -3.2723 -2.2527  0.964
H: 1.6811 4.0396 -4.3151  0.424
H: -0.0685 0.3427 5.6206  0.589
H: 0.6161 -0.5627 -2.7900  -0.250
H: 3.1081 0.7927 1.2589  0.557
H: -0.7398 5.8020 -1.4443  0.518
H: 0.4939 -4.6637 7.6379  0.419
H: 2.2811 -3.5240 1.4654  0.194
H: 1.5692 2.1710 -1.7577  0.463
H: -1.0185 3.6636 5.2130  0.365
H: 5.2661 5.1746 -2.2653  0.437
H: -0.0717 1.7727 -2.2538  0.187
H: -4.9878 -1.7385 1.4385  0.358
H: 4.5857 1.0629 -3.2473  0.458
H: -1.1750 3.4353 -0.9012  0.269
H: -3.1680 2.8782 -4.5911  0.514
H: -0.5511 -3.8949 5.5213  0.459
H: -7.4457 -2.0932 1.5890  0.453
H: 5.9984 2.8118 -2.2311  0.434
H: -3.9326 1.8076 0.1771  0.448

As for the multiplicity: 1. Its HOMO energy is -10.522 eV. The total charge is +1. For the frontier orbital gap, the calculation gives 0.2521 Ha. The total energy is -4613.05575 hartree.